(1)
{"formula": "C4H10N2O", "method": "the ωB97M-V functional and the def2-TZVPD basis", "elements": ["C", "C", "N", "C", "C", "N", "O", "H", "H", "H", "H", "H", "H", "H", "H", "H", "H"], "coordinates": [[-1.312, -1.401, -0.418], [1.752, 0.642, 0.920], [0.672, 0.651, -1.287], [-0.451, -0.465, 0.411], [0.782, 0.026, -0.040], [-0.162, 1.769, -1.001], [-0.490, -0.759, 1.773], [-1.238, -1.333, 1.964], [0.249, 0.027, -1.975], [-0.202, 2.360, -1.831], [-0.936, 1.010, -0.174], [-2.341, -1.356, -0.055], [-0.968, -2.433, -0.318], [-1.320, -1.129, -1.471], [2.497, 1.208, 0.366], [1.261, 1.329, 1.612], [2.207, -0.146, 1.525]], "forces_ev_per_angstrom": [[-0.366, 0.572, 0.145], [-0.047, -0.124, 0.166], [0.580, -0.603, -0.838], [1.696, -2.073, 0.146], [-1.549, 1.270, 0.557], [-0.306, -1.683, 1.861], [-0.180, 0.312, -0.268], [0.024, 0.032, -0.062], [-0.060, 0.170, 0.191], [-0.850, -0.137, 0.167], [0.877, 2.338, -1.978], [-0.061, -0.010, -0.100], [0.112, 0.078, 0.024], [-0.035, -0.037, 0.009], [0.073, -0.150, 0.017], [-0.066, -0.066, -0.009], [0.156, 0.111, -0.026]], "e_above_lowest_ev": 5.405, "total_charge": 0, "fmax_ev_per_a": 3.19, "lumo_energy_ev": 0.534, "multiplicity": 1, "gap_ev": 8.60}



(2)
{"formula": "C3H4BrN3O", "method": "the ωB97M-V functional and the def2-TZVPD basis", "elements": ["C", "N", "N", "C", "C", "Br", "N", "O", "H", "H", "H", "H"], "coordinates": [[-1.001, -1.192, 1.112], [-0.284, -0.310, 0.163], [-0.309, -0.549, -1.120], [0.415, 0.373, -1.699], [1.021, 1.257, -0.855], [2.151, 2.725, -0.839], [0.549, 0.574, 0.562], [0.868, 0.858, 1.716], [-2.106, -1.059, 0.773], [-0.694, -2.164, 0.801], [-0.789, -0.868, 2.187], [0.179, 0.355, -2.802]], "forces_ev_per_angstrom": [[-1.649, 1.835, -0.423], [-0.283, -1.745, 1.901], [-1.487, -0.817, 0.163], [-0.397, 0.877, -2.919], [-0.957, -1.838, 3.894], [-0.404, -0.598, -0.012], [2.432, 3.674, -4.004], [-0.268, -0.028, 0.397], [1.776, -0.320, 1.104], [0.184, -0.949, 0.481], [-0.286, -0.627, -1.770], [1.339, 0.535, 1.189]], "e_above_lowest_ev": 4.133, "total_charge": 0, "fmax_ev_per_a": 5.95, "lumo_energy_ev": 0.789, "multiplicity": 1, "gap_ev": 9.12}



(3)
{"formula": "C3H7ClN2", "method": "the ωB97M-V functional and the def2-TZVPD basis", "elements": ["H", "N", "C", "C", "Cl", "N", "C", "H", "H", "H", "H", "H", "H"], "coordinates": [[-1.433, -1.391, -1.390], [-1.235, -0.600, -0.773], [-0.035, -0.383, -0.309], [1.125, -1.379, -0.550], [2.473, -0.651, -1.417], [0.210, 0.660, 0.528], [-0.952, 1.523, 0.848], [1.581, -1.705, 0.427], [0.856, -2.259, -1.068], [1.117, 0.796, 1.027], [-1.797, 1.001, 1.240], [-0.699, 2.322, 1.582], [-1.211, 2.065, -0.144]], "forces_ev_per_angstrom": [[0.969, 0.257, 0.382], [0.897, 0.944, 0.688], [-0.968, -2.219, -0.868], [0.439, 0.986, 2.171], [0.524, 0.427, -0.490], [-0.076, 0.522, 0.958], [1.256, 2.048, -1.625], [-0.701, 0.335, -0.763], [-0.708, -0.623, -0.614], [-1.411, -0.414, -0.978], [-0.442, -0.637, -0.081], [0.270, -0.699, -0.518], [-0.050, -0.927, 1.737]], "e_above_lowest_ev": 0.646, "total_charge": 0, "fmax_ev_per_a": 2.90, "lumo_energy_ev": 0.850, "multiplicity": 1, "gap_ev": 9.90}



(4)
{"formula": "C3H6Cl2OSi", "method": "the ωB97M-V functional and the def2-TZVPD basis", "elements": ["C", "C", "Si", "C", "Cl", "O", "Cl", "H", "H", "H", "H", "H", "H"], "coordinates": [[2.090, 0.412, 0.388], [1.279, -0.212, -0.469], [-0.539, -0.462, -0.280], [-1.465, 1.127, 0.017], [-0.987, -1.140, -2.425], [-0.498, -1.755, 0.703], [-1.559, -2.790, 1.568], [3.118, 0.266, 0.282], [1.812, 1.068, 1.187], [1.711, -0.664, -1.369], [-2.212, 1.265, -0.760], [-1.934, 0.933, 0.982], [-0.818, 1.951, 0.176]], "forces_ev_per_angstrom": [[-1.068, -0.334, -0.630], [0.127, 0.229, -0.009], [0.533, 0.619, -3.339], [-0.854, -2.004, 0.685], [0.021, 0.540, 2.131], [-0.686, -1.361, 1.407], [0.504, 1.139, -0.955], [1.688, 0.223, -0.326], [-0.522, -0.088, 0.565], [0.067, -0.271, 0.559], [0.014, 0.247, 0.119], [-0.561, 0.310, 0.062], [0.738, 0.751, -0.268]], "e_above_lowest_ev": 2.676, "total_charge": 0, "fmax_ev_per_a": 3.44, "lumo_energy_ev": -0.770, "multiplicity": 1, "gap_ev": 9.42}



- What is the formula in the first record?
  C4H10N2O